# 1
{"formula": "C17H29N2O3", "method": "ωB97M-V with the def2-TZVPD basis set", "symbols": ["C", "C", "C", "C", "C", "O", "C", "C", "O", "C", "N", "C", "C", "N", "C", "C", "O", "C", "C", "C", "C", "C", "H", "H", "H", "H", "H", "H", "H", "H", "H", "H", "H", "H", "H", "H", "H", "H", "H", "H", "H", "H", "H", "H", "H", "H", "H", "H", "H", "H", "H"], "coordinates": [[-4.7249, -1.8345, 1.0141], [-3.6587, -0.9409, 0.4651], [-3.4748, 0.3397, 0.9689], [-2.5024, 1.1738, 0.4486], [-1.7038, 0.7394, -0.5954], [-0.6734, 1.5142, -1.1558], [-0.7004, 2.9242, -1.0587], [0.2330, 3.5049, 0.0362], [-0.2377, 3.2795, 1.3447], [1.6615, 2.9398, -0.0646], [1.6931, 1.4627, -0.0117], [2.9019, 0.8788, -0.6246], [2.7494, -0.6395, -0.6817], [2.5763, -1.1491, 0.6615], [2.7468, -2.5841, 0.7935], [1.8798, -3.4542, -0.1366], [0.4988, -3.1900, -0.0180], [1.3704, -0.6031, 1.2542], [1.5241, 0.9109, 1.3511], [-1.8617, -0.5432, -1.1225], [-1.0029, -1.0614, -2.2357], [-2.8400, -1.3595, -0.5739], [-5.6772, -1.6106, 0.5335], [-4.8481, -1.6812, 2.0835], [-4.4922, -2.8795, 0.8280], [-4.0931, 0.6931, 1.7797], [-2.3734, 2.1546, 0.8766], [-0.3550, 3.2971, -2.0294], [-1.7214, 3.2830, -0.9010], [0.3081, 4.5843, -0.1576], [-0.9174, 3.9207, 1.5772], [2.2623, 3.3413, 0.7551], [2.0927, 3.2638, -1.0135], [0.8461, 1.1588, -0.5614], [3.0306, 1.2783, -1.6318], [3.7675, 1.1461, -0.0150], [3.6552, -1.0727, -1.1089], [1.8987, -0.8844, -1.3397], [2.5404, -2.8394, 1.8353], [3.7957, -2.8149, 0.5897], [2.1002, -4.5081, 0.0648], [2.1297, -3.2535, -1.1811], [0.1668, -3.5805, 0.7971], [1.2573, -1.0084, 2.2604], [0.4620, -0.8463, 0.6790], [0.6449, 1.3618, 1.8100], [2.4108, 1.1601, 1.9372], [-0.3435, -1.8400, -1.8529], [-1.6261, -1.5121, -3.0046], [-0.4142, -0.2676, -2.6879], [-2.9614, -2.3521, -0.9808]], "forces_ev_per_angstrom": [[-0.0958, 0.0160, -0.0321], [0.0747, 0.0118, 0.0219], [0.0336, -0.0956, -0.1099], [0.1106, 0.2469, -0.0309], [-0.0959, -0.2893, -0.0702], [-0.1943, -0.3467, 0.1878], [0.0877, 0.6804, 0.1318], [-0.0223, -0.2240, -0.5306], [-0.0426, -0.0046, 0.2612], [-0.3433, 0.8069, 0.1456], [-0.3655, -0.1317, -0.3321], [0.5335, -0.5381, -0.4516], [0.0884, 0.1381, 0.2362], [-0.0757, 0.1028, -0.0482], [-0.2720, -0.2922, -0.3377], [0.5068, 0.0638, 0.2088], [-0.3355, 0.0791, 0.1007], [0.1487, 0.2664, -0.0172], [-0.3742, -0.5508, 0.8349], [0.1683, 0.2597, -0.0357], [0.0279, 0.0274, -0.0340], [0.0028, 0.2227, 0.1504], [-0.0931, -0.0532, 0.0163], [-0.0394, -0.0494, 0.0722], [-0.0319, -0.0894, 0.0319], [-0.0732, 0.0398, 0.1054], [0.0486, 0.0477, 0.0065], [-0.0632, 0.0133, 0.0874], [0.0752, -0.0238, -0.0291], [0.0623, -0.1494, -0.0659], [0.0220, 0.0264, -0.0538], [0.0268, -0.1069, -0.0975], [0.0197, -0.1178, 0.0386], [0.3738, 0.0856, 0.1742], [-0.1089, 0.0970, 0.0758], [-0.1030, 0.0769, -0.0055], [-0.0308, 0.0750, -0.0979], [0.0412, -0.0222, -0.0548], [0.0680, -0.0537, 0.0071], [0.0200, -0.0911, 0.0718], [0.0467, 0.0377, -0.0903], [0.0303, -0.0712, 0.0423], [-0.0158, -0.0168, -0.0311], [-0.0753, 0.0639, -0.0108], [0.0220, 0.0147, 0.0893], [0.1225, -0.0120, -0.1464], [-0.0063, 0.0920, -0.1095], [0.0861, -0.0323, -0.0271], [-0.0020, -0.0237, -0.1001], [0.0394, -0.0433, -0.0881], [-0.0276, -0.1627, -0.0600]], "lowdin_charge": [-0.042, -0.268, -0.029, -0.011, -0.204, -0.106, -0.106, -0.304, -0.025, -0.047, -0.097, -0.081, -0.150, -0.161, -0.157, -0.232, -0.074, -0.143, -0.074, -0.197, -0.022, 0.009, 0.091, 0.082, 0.079, 0.118, 0.099, 0.145, 0.141, 0.162, 0.119, 0.152, 0.145, 0.146, 0.141, 0.148, 0.142, 0.123, 0.126, 0.127, 0.125, 0.115, 0.103, 0.140, 0.120, 0.128, 0.149, 0.061, 0.093, 0.075, 0.130], "charge": 1, "gap_ev": 9.02, "total_energy_ev": -27216.139, "e_above_lowest_kcal_mol": 0.5, "multiplicity": 1, "smiles": "Cc1ccc(OC[C@@H](O)C[NH+]2CCN(CCO)CC2)c(C)c1", "max_force_ha_per_bohr": 0.02077, "lumo_energy_ha": -0.082}


# 2
{"formula": "C17H30Cl16F6NO8P2", "method": "ωB97M-V with the def2-TZVPD basis set", "symbols": ["C", "C", "C", "O", "P", "C", "O", "O", "C", "O", "C", "F", "F", "C", "F", "F", "C", "F", "F", "C", "O", "O", "P", "N", "O", "O", "H", "H", "H", "H", "H", "H", "H", "H", "H", "H", "H", "H", "H", "H", "C", "Cl", "Cl", "H", "H", "C", "Cl", "Cl", "H", "H", "C", "Cl", "Cl", "H", "H", "C", "Cl", "Cl", "H", "H", "C", "Cl", "Cl", "H", "H", "C", "Cl", "Cl", "H", "H", "C", "Cl", "Cl", "H", "H", "C", "Cl", "Cl", "H", "H"], "coordinates": [[-3.1949, -5.4086, 2.0706], [-2.1450, -5.9941, 1.1134], [-1.6122, -4.9668, 0.1485], [-1.0988, -3.8296, 0.9373], [-0.7959, -2.4452, 0.2656], [-2.1234, -1.9430, -0.8936], [-3.3923, -2.2650, -0.3957], [-3.8220, -1.1906, 0.4451], [-0.7740, -1.1461, 1.6395], [-1.2307, -0.0799, 1.3933], [-0.1296, -1.4909, 3.0066], [0.3838, -2.7373, 2.9333], [0.8715, -0.6297, 3.2080], [-1.1864, -1.3857, 4.1321], [-1.5314, -0.1010, 4.2097], [-2.2726, -2.0880, 3.7020], [-0.7827, -1.8953, 5.5515], [-1.4882, -1.1711, 6.4219], [0.5320, -1.6442, 5.7303], [-1.0129, -3.3930, 5.8922], [-1.1611, -3.7212, 7.0204], [-0.9733, -4.2155, 4.8229], [1.1126, -2.2268, -0.7903], [1.0827, -0.7427, -1.1398], [2.2122, -2.6764, 0.2262], [1.1136, -3.3530, -1.9046], [-4.0243, -6.0979, 2.2102], [-3.6166, -4.4830, 1.6707], [-2.7651, -5.1739, 3.0413], [-1.2985, -6.3730, 1.6877], [-2.5751, -6.8031, 0.5243], [-0.7893, -5.3520, -0.4552], [-2.4078, -4.6221, -0.5137], [-2.0008, -2.5246, -1.8100], [-1.9928, -0.8870, -1.1425], [-4.0040, -1.6497, 1.2809], [-0.4389, -4.9900, 5.0555], [1.1413, -0.5265, -2.1341], [2.0374, -3.4639, 0.7647], [0.7350, -3.0348, -2.7386], [-5.0299, -0.9694, -3.8339], [-3.2547, -1.1573, -3.8887], [-5.5167, 0.7057, -4.0204], [-5.4376, -1.5548, -4.6486], [-5.3770, -1.3324, -2.8739], [1.7584, 2.8786, -1.9746], [0.9496, 1.7417, -3.0715], [3.1524, 3.6471, -2.7241], [1.0408, 3.6388, -1.6904], [2.0922, 2.3157, -1.1104], [4.4027, 6.8356, -5.0195], [5.1967, 5.2660, -4.7863], [3.9747, 7.1169, -6.7051], [3.4968, 6.8406, -4.4256], [5.0890, 7.6098, -4.7003], [-3.3903, 2.1885, -0.4978], [-2.0045, 2.4686, -1.5635], [-4.8929, 2.8263, -1.1688], [-3.5136, 1.1211, -0.3658], [-3.1998, 2.6749, 0.4514], [5.6859, -1.9990, -0.0661], [6.3461, -3.4777, 0.6374], [5.2741, -2.1919, -1.7762], [4.7801, -1.7437, 0.4699], [6.4242, -1.2111, 0.0184], [-6.2966, 6.4310, -2.0261], [-5.5937, 7.3519, -3.3596], [-6.0368, 7.2056, -0.4586], [-7.3634, 6.3461, -2.1931], [-5.8251, 5.4567, -2.0016], [7.2336, 3.4887, -2.0465], [6.2678, 3.1481, -0.5962], [8.8992, 3.9070, -1.6537], [7.2346, 2.5977, -2.6621], [6.7761, 4.3245, -2.5618], [4.5538, 4.8194, 2.3097], [2.8398, 5.2197, 2.0934], [5.5425, 6.2380, 2.6492], [4.6364, 4.1346, 3.1446], [4.9041, 4.3714, 1.3891]], "forces_ev_per_angstrom": [[-0.0793, 0.0480, -0.1651], [0.0697, 0.3865, 0.3847], [-0.1008, -0.3064, -0.2238], [-0.2599, -0.1042, -0.0940], [0.0933, 0.0624, 0.3631], [0.0881, -0.0024, -0.0193], [-0.0676, -0.0766, -0.0564], [0.1420, -0.0241, 0.0737], [-0.2004, 0.1103, -0.1133], [0.1333, -0.0084, -0.0097], [0.1260, 0.0634, 0.0419], [0.1069, -0.0366, -0.0357], [0.0071, 0.0772, 0.0479], [0.0040, -0.2316, -0.0752], [-0.0071, 0.1376, 0.0540], [-0.0902, -0.0134, -0.0266], [-0.3717, 0.0364, -0.1139], [0.0579, 0.0305, 0.0914], [0.1041, -0.0115, -0.0227], [-0.1989, 0.0097, 0.0750], [0.1713, -0.0753, 0.0074], [0.6834, 0.2960, -0.1755], [0.3589, 0.5486, -0.3329], [-0.1829, -0.6366, -0.2344], [-0.0998, -0.2168, 0.4579], [-0.2775, -0.1248, -0.0280], [0.0375, -0.0389, 0.1047], [-0.0432, -0.0237, -0.0361], [-0.0116, 0.0162, 0.0186], [-0.0660, -0.2797, -0.0803], [0.1522, -0.0769, -0.0476], [0.0459, 0.0327, 0.0418], [0.0077, 0.1880, 0.0835], [-0.0235, 0.0337, -0.0224], [-0.0473, 0.0312, 0.0498], [-0.0868, -0.0096, -0.0496], [-0.4388, -0.2468, 0.1513], [0.1062, 0.5730, 0.2984], [0.1842, -0.0459, -0.0697], [0.1440, -0.1862, -0.0922], [-0.0751, -0.0168, -0.0252], [-0.0247, 0.0233, -0.0333], [0.0256, -0.0397, -0.0388], [0.0050, 0.0136, -0.0172], [0.0484, -0.0050, 0.0198], [0.1054, -0.0706, 0.2403], [-0.0413, 0.1764, -0.3560], [-0.1004, 0.0111, -0.0353], [-0.0175, 0.0091, -0.0549], [-0.0100, -0.0072, 0.0047], [-0.0407, 0.0359, 0.0371], [0.0986, 0.0022, -0.0545], [-0.0005, -0.0039, -0.0006], [-0.0050, -0.0146, -0.0012], [0.0189, -0.0067, -0.0111], [-0.0139, 0.0527, 0.0512], [-0.0451, -0.1500, 0.0417], [-0.0359, 0.0495, 0.0620], [0.0166, -0.0100, -0.0114], [0.0085, 0.0507, -0.0243], [-0.0365, 0.0682, 0.0497], [-0.0268, -0.0123, 0.0015], [-0.0573, -0.0024, -0.0305], [-0.0024, 0.0178, -0.0101], [0.0380, -0.0279, -0.0175], [-0.0122, -0.0418, -0.0105], [0.0024, 0.0008, -0.0061], [0.0012, -0.0071, 0.0129], [-0.0067, 0.0409, 0.0038], [0.0301, 0.0026, -0.0002], [0.0142, 0.0548, -0.0614], [0.0045, -0.0941, 0.0307], [-0.0084, -0.0074, 0.0053], [-0.0053, -0.0134, 0.0120], [-0.0055, 0.0068, 0.0193], [0.0000, -0.0142, -0.0174], [-0.0265, -0.0123, -0.0012], [-0.0145, 0.0059, -0.0057], [-0.0063, 0.0107, 0.0143], [0.0313, 0.0195, -0.0027]], "lowdin_charge": [-0.069, -0.202, -0.182, -0.280, 1.013, -0.318, -0.161, 0.005, -0.298, 0.172, -0.414, 0.121, 0.180, -0.347, 0.189, 0.139, -0.357, 0.178, 0.164, -0.400, 0.220, 0.117, 0.353, -0.119, -0.116, -0.121, 0.082, 0.067, 0.060, 0.117, 0.124, 0.127, 0.119, 0.082, 0.092, 0.116, 0.150, -0.043, 0.107, 0.105, -0.987, 0.529, 0.538, 0.028, 0.024, -1.000, 0.510, 0.512, 0.020, 0.024, -1.011, 0.489, 0.523, 0.022, 0.027, -1.012, 0.513, 0.534, -0.014, 0.033, -1.031, 0.516, 0.501, 0.001, 0.026, -1.039, 0.506, 0.500, 0.025, -0.029, -1.024, 0.500, 0.529, 0.027, -0.021, -1.040, 0.486, 0.520, 0.024, -0.050], "charge": 1, "gap_ev": 7.55, "total_energy_ev": -271218.144, "e_above_lowest_kcal_mol": 0.0, "multiplicity": 1, "max_force_ha_per_bohr": 0.01488, "lumo_energy_ha": -0.170}